Record 1
# C6H14N2O2

A 2-piece molecular cluster, C6H14N2O2 overall in a non-equilibrium geometry (the ωB97M-V functional and the def2-TZVPD basis, the Open Molecules 2025 dataset).

Geometry (Å):
C1 1.592 -0.753 1.355
C2 -1.537 0.929 2.577
C3 0.602 -0.302 2.420
O1 1.018 -0.116 3.550
N1 -0.681 -0.133 2.002
H1 1.546 -0.035 0.519
H2 -0.857 -0.388 1.042
H3 -1.980 0.443 3.443
H4 2.553 -0.979 1.804
H5 1.364 -1.731 0.928
H6 -0.952 1.699 3.067
H7 -2.232 1.295 1.813
C4 1.471 -0.146 -3.377
C5 -1.961 0.560 -1.801
C6 -0.515 0.067 -1.950
O2 -0.055 -0.683 -1.095
N2 0.181 0.474 -3.021
H8 -0.343 0.741 -3.841
H9 1.332 -0.930 -4.111
H10 -2.113 1.610 -1.607
H11 2.110 0.691 -3.672
H12 1.899 -0.602 -2.477
H13 -2.464 0.280 -2.729
H14 -2.607 -0.070 -1.150

Energy above the lowest of the compared OMol25 structures with the same formula, charge and spin, kcal/mol: 27.6
Lowest unoccupied orbital energy, eV: 0.5
SMILES string: CNC(C)=O.CNC(C)=O
Orbital gap, hartree: 0.3497



Record 2
# C38H21F15GeN6OsS2

C38H21F15GeN6OsS2 as an isolated structure (the ωB97M-V functional and the def2-TZVPD basis, the Open Molecules 2025 dataset).

Geometry (Å):
Os1 1.771 -0.538 -0.485
C1 -1.369 -3.607 -1.032
C2 -0.447 -2.535 -0.575
N1 0.568 -2.076 -1.221
N2 0.913 -2.544 -2.466
C3 2.005 -2.071 -3.079
N3 2.309 -2.549 -4.273
S1 3.012 -0.851 -2.382
C4 -0.634 -1.880 0.743
C5 -1.604 -2.288 1.638
C6 -1.669 -1.685 2.889
C7 -0.758 -0.690 3.196
C8 0.193 -0.332 2.251
N4 0.261 -0.912 1.054
H1 -1.105 -4.045 -1.991
H2 -2.384 -3.217 -1.113
H3 -1.373 -4.416 -0.301
H4 0.266 -3.151 -2.950
H5 1.774 -3.268 -4.735
H6 3.109 -2.179 -4.765
H7 -2.299 -3.072 1.373
H8 -2.417 -1.994 3.607
H9 -0.769 -0.190 4.154
H10 0.929 0.434 2.451
C9 2.918 -2.186 1.807
N5 2.973 -0.903 1.078
C10 3.933 -0.022 1.388
C11 3.937 1.140 0.675
C12 4.687 2.344 0.603
C13 4.131 3.072 -0.412
C14 3.053 2.310 -0.949
N6 2.925 1.177 -0.279
C15 2.652 -3.354 0.893
C16 3.525 -3.647 -0.153
C17 3.265 -4.710 -1.007
C18 2.137 -5.498 -0.816
C19 1.278 -5.229 0.242
C20 1.535 -4.158 1.088
H11 2.166 -2.167 2.599
H12 3.889 -2.299 2.295
H13 4.628 -0.253 2.187
H14 5.523 2.611 1.228
H15 4.439 4.041 -0.768
H16 2.401 2.568 -1.766
H17 4.416 -3.046 -0.296
H18 3.962 -4.944 -1.802
H19 1.952 -6.346 -1.462
H20 0.430 -5.877 0.428
H21 0.887 -3.971 1.938
F1 -2.984 1.366 2.422
C21 -3.358 0.548 1.433
C22 -2.743 0.606 0.192
C23 -3.168 -0.328 -0.741
F2 -2.609 -0.359 -1.961
C24 -4.151 -1.261 -0.476
F3 -4.497 -2.157 -1.397
C25 -4.755 -1.280 0.772
F4 -5.676 -2.181 1.048
C26 -4.354 -0.370 1.735
F5 -4.887 -0.407 2.948
Ge1 -1.376 1.923 -0.309
S2 0.282 0.966 -1.464
C27 -1.993 3.123 -1.708
C28 -3.247 3.093 -2.295
F6 -4.147 2.181 -1.910
C29 -3.620 3.994 -3.276
F7 -4.825 3.938 -3.820
C30 -2.717 4.964 -3.687
F8 -3.059 5.827 -4.621
C31 -1.455 5.029 -3.114
F9 -0.592 5.956 -3.500
C32 -1.120 4.112 -2.137
F10 0.100 4.197 -1.579
C33 -0.900 3.044 1.206
C34 -1.893 3.915 1.635
F11 -3.102 3.850 1.063
C35 -1.693 4.836 2.645
F12 -2.664 5.644 3.029
C36 -0.449 4.897 3.261
F13 -0.235 5.763 4.229
C37 0.564 4.040 2.861
F14 1.752 4.084 3.452
C38 0.320 3.134 1.846
F15 1.326 2.315 1.490

Energy above the lowest of the compared OMol25 structures with the same formula, charge and spin, kcal/mol: 8.0
Lowest unoccupied orbital energy (alpha / beta), eV: -7.9 / -7.9
Total charge: +2
Orbital gap (alpha / beta), hartree: 0.2059 / 0.2057



Record 3
# C2H3NO

One molecule with the formula C2H3NO (the ωB97M-V functional and the def2-TZVPD basis, the Open Molecules 2025 dataset).

Geometry (Å):
O1 1.696 -0.071 -0.566
C1 -1.288 0.439 0.378
C2 -0.284 -0.366 0.181
N1 0.752 -0.997 -0.065
H1 2.453 -0.625 -0.789
H2 -1.975 0.647 -0.434
H3 -1.373 0.974 1.318

Energy above the lowest of the compared OMol25 structures with the same formula, charge and spin, kcal/mol: 68.6
Lowest unoccupied orbital energy, eV: 0.9
SMILES string: C=C=NO
Orbital gap, hartree: 0.4017



Record 4
# C42H51N2O3PSiZr

C42H51N2O3PSiZr as an isolated structure (the ωB97M-V functional and the def2-TZVPD basis, the Open Molecules 2025 dataset).

Geometry (Å):
Zr1 0.051 -0.250 0.627
C1 1.105 0.102 4.971
C2 1.438 -0.044 3.511
O1 0.461 -0.267 2.753
C3 2.784 0.067 3.040
C4 3.846 0.211 3.967
C5 5.146 0.298 3.554
C6 5.428 0.247 2.177
C7 4.434 0.120 1.245
C8 3.078 0.037 1.647
O2 2.148 -0.025 0.756
H1 0.027 0.045 5.086
H2 1.466 1.056 5.354
H3 1.575 -0.691 5.554
H4 3.623 0.246 5.025
H5 5.947 0.403 4.271
H6 6.456 0.314 1.844
H7 4.651 0.094 0.186
C9 2.824 -0.151 -2.450
C10 1.510 -0.183 -3.220
C11 1.522 0.850 -4.347
P1 -0.014 -0.099 -2.163
C12 -1.103 -1.353 -2.962
C13 -2.462 -1.401 -2.284
C14 -1.259 -1.308 -4.483
C15 -0.769 1.546 -2.254
C16 -1.426 2.049 -3.377
C17 -1.985 3.318 -3.407
C18 -2.672 3.847 -4.633
C19 -1.855 4.098 -2.257
C20 -1.214 3.632 -1.126
C21 -0.666 2.340 -1.089
N1 -0.070 1.825 0.047
C22 0.392 2.735 1.048
C23 1.666 3.311 0.927
C24 2.488 3.067 -0.299
C25 2.146 4.112 1.954
C26 1.395 4.365 3.098
C27 1.957 5.196 4.216
C28 0.124 3.819 3.182
C29 -0.394 3.010 2.173
C30 -1.779 2.448 2.300
H8 3.634 -0.436 -3.124
H9 2.816 -0.831 -1.599
H10 3.040 0.850 -2.081
H11 1.422 -1.184 -3.655
H12 1.569 1.859 -3.936
H13 0.641 0.797 -4.985
H14 2.404 0.700 -4.975
H15 -0.564 -2.272 -2.695
H16 -2.999 -0.456 -2.395
H17 -2.362 -1.612 -1.223
H18 -3.069 -2.188 -2.740
H19 -1.861 -0.457 -4.801
H20 -1.786 -2.207 -4.811
H21 -0.311 -1.275 -5.019
H22 -1.503 1.433 -4.264
H23 -2.918 3.041 -5.325
H24 -2.042 4.560 -5.170
H25 -3.601 4.360 -4.381
H26 -2.278 5.096 -2.244
H27 -1.136 4.266 -0.252
H28 2.616 1.999 -0.456
H29 3.469 3.534 -0.206
H30 2.000 3.467 -1.192
H31 3.134 4.548 1.857
H32 2.628 5.967 3.837
H33 2.531 4.579 4.911
H34 1.168 5.685 4.787
H35 -0.494 4.034 4.048
H36 -2.376 3.053 2.983
H37 -1.758 1.429 2.691
H38 -2.283 2.396 1.335
N2 -0.159 -10.282 -1.635
C31 -0.093 -9.163 -1.380
C32 -0.007 -7.765 -1.066
C33 -1.048 -6.910 -1.421
C34 -0.958 -5.564 -1.123
C35 0.169 -5.054 -0.471
C36 1.204 -5.925 -0.117
C37 1.120 -7.272 -0.412
C38 0.252 -3.659 -0.171
C39 0.286 -2.471 0.098
H39 -1.920 -7.304 -1.925
H40 -1.762 -4.891 -1.387
H41 2.073 -5.529 0.390
H42 1.920 -7.945 -0.137
C40 -4.694 -0.528 0.233
Si1 -3.347 -1.113 1.398
C41 -3.711 -0.489 3.125
C42 -3.231 -2.982 1.395
O3 -1.892 -0.490 0.898
H43 -5.677 -0.639 0.696
H44 -4.704 -1.084 -0.702
H45 -4.558 0.528 -0.007
H46 -4.612 -0.985 3.496
H47 -3.889 0.585 3.149
H48 -2.901 -0.714 3.821
H49 -4.027 -3.426 1.997
H50 -2.273 -3.316 1.796
H51 -3.313 -3.385 0.385

Lowest unoccupied orbital energy, eV: -0.7
Orbital gap, hartree: 0.2466



Record 5
# C3H4BrNOS

One molecule with the formula C3H4BrNOS in a non-equilibrium geometry (the ωB97M-V functional and the def2-TZVPD basis, the Open Molecules 2025 dataset).

Geometry (Å):
C1 0.314 1.368 -0.308
C2 0.783 -0.835 0.590
C3 -1.274 -0.229 -0.935
N1 1.122 0.564 0.349
O1 0.117 2.503 -0.546
S1 -0.101 -1.494 -0.845
Br1 -2.694 -0.287 0.450
H1 1.617 -1.474 0.744
H2 -0.049 -0.867 1.517
H3 -1.911 -0.260 -1.763
H4 2.076 1.011 0.747

Energy above the lowest of the compared OMol25 structures with the same formula, charge and spin, kcal/mol: 47.2
Lowest unoccupied orbital energy (alpha / beta), eV: -0.1 / -0.1
Orbital gap (alpha / beta), hartree: 0.2939 / 0.2940



Record 6
# C18H22ClF2N3O4

One molecule with the formula C18H22ClF2N3O4 (the ωB97M-V functional and the def2-TZVPD basis, the Open Molecules 2025 dataset).

Geometry (Å):
C1 0.101 -1.257 -0.097
N1 -0.299 0.068 -0.553
C2 -0.722 0.989 0.498
C3 -2.177 0.765 0.901
C4 -2.748 1.744 1.939
C5 -2.163 3.156 1.938
N2 -0.825 3.228 2.507
C6 -0.632 3.179 3.847
O1 -1.529 3.097 4.660
C7 0.803 3.190 4.255
C8 1.937 2.872 3.588
C9 2.999 3.035 4.543
N3 4.321 2.855 4.426
C10 5.008 3.102 5.512
Cl1 6.732 2.882 5.411
C11 4.478 3.526 6.742
C12 3.117 3.712 6.862
C13 2.383 3.451 5.719
O2 1.041 3.539 5.551
C14 -0.093 0.350 -1.861
O3 0.430 -0.464 -2.611
C15 -0.445 1.745 -2.434
C16 0.776 2.646 -2.210
O4 -1.592 2.277 -1.773
C17 -0.749 1.554 -3.925
C18 -0.808 2.830 -4.716
F1 -1.234 2.571 -5.980
F2 -1.732 3.707 -4.167
H1 -0.015 -1.975 -0.902
H2 1.147 -1.264 0.222
H3 -0.526 -1.545 0.745
H4 -0.052 0.830 1.350
H5 -0.585 2.007 0.156
H6 -2.754 0.845 -0.021
H7 -2.305 -0.256 1.265
H8 -3.826 1.823 1.786
H9 -2.616 1.351 2.950
H10 -2.115 3.561 0.926
H11 -2.812 3.805 2.527
H12 -0.039 3.428 1.915
H13 2.026 2.533 2.569
H14 5.144 3.699 7.574
H15 2.657 4.035 7.785
H16 1.632 2.279 -2.776
H17 0.555 3.670 -2.514
H18 1.051 2.663 -1.155
H19 -1.961 2.963 -2.343
H20 0.015 0.918 -4.368
H21 -1.708 1.043 -4.030
H22 0.133 3.376 -4.786

Energy above the lowest of the compared OMol25 structures with the same formula, charge and spin, kcal/mol: 7.8
Lowest unoccupied orbital energy, eV: -0.1
SMILES string: CN(CCCCNC(=O)c1cc2nc(Cl)ccc2o1)C(=O)[C@](C)(O)CC(F)F
Orbital gap, hartree: 0.3349



Number 1: calculated total energy -497.0136 hartree. Number 2: calculated total energy -6250.6393 hartree. Number 3: calculated total energy -207.8884 hartree. Number 4: calculated total energy -2644.4055 hartree. Number 5: calculated total energy -3218.8096 hartree. Number 6: calculated total energy -1824.2991 hartree.